Entry 1:
The following is a quantum chemistry calculation of a molecular structure, C32H70GaIN9O3PSSi, from the Open Molecules 2025 dataset.

Structure (XYZ):
```
119
Properties=species:S:1:pos:R:3:forces:R:3
Ga -0.075548 0.264197 0.343865 -0.060 0.588 0.177
C -0.209579 -0.605880 5.029941 -0.005 0.026 -0.017
N 1.064189 -0.782719 4.347899 -0.028 0.003 -0.076
C 1.796106 -1.987492 4.752495 0.035 -0.058 0.052
C 1.106034 -0.407781 3.032114 -0.101 -0.262 -0.036
N 0.075335 -0.098504 2.327808 0.074 0.157 0.143
N 2.372405 -0.338596 2.504067 0.017 0.327 0.089
C 2.710054 -0.316322 1.175430 0.026 -0.251 -0.134
N 4.048344 -0.502017 0.956036 -0.011 0.070 0.026
N 1.873769 -0.044552 0.239571 -0.019 -0.121 -0.025
H -0.040494 -0.709288 6.099827 -0.004 -0.010 -0.009
H -0.958546 -1.341385 4.719324 -0.024 -0.010 0.002
H -0.594334 0.394608 4.836793 -0.001 0.004 -0.009
H 1.787890 -2.038774 5.839787 -0.008 0.013 -0.015
H 2.834230 -1.958468 4.432353 -0.020 -0.015 -0.041
H 1.336768 -2.887039 4.334746 0.022 0.009 -0.006
H -0.810666 -0.394297 2.733796 0.021 -0.003 -0.001
H 3.135569 -0.344548 3.158874 -0.044 -0.035 -0.018
H 4.491102 -1.184249 1.553525 -0.042 -0.037 -0.026
H 4.301223 -0.621815 -0.012657 -0.002 0.003 0.003
H 2.256235 -0.081351 -0.694194 0.032 -0.017 -0.051
C 2.156513 -0.933310 -3.002383 -0.013 0.009 -0.010
C 0.717032 -0.486011 -3.238673 -0.054 0.000 0.022
C -0.220624 -1.676336 -3.111317 0.013 -0.024 -0.010
C 0.612200 0.153437 -4.613459 0.009 -0.061 -0.061
O 0.364539 0.458355 -2.197140 0.077 0.101 0.062
Si -0.172906 2.030837 -2.129494 -0.065 -0.033 -0.118
S 0.052111 2.536799 -0.104426 -0.044 -0.164 0.063
O 0.736936 2.883107 -3.186651 0.122 -0.089 0.035
C 1.364811 4.168320 -3.148556 -0.041 0.042 -0.040
C 1.725349 4.487418 -4.593802 -0.003 0.011 0.032
C 0.394147 5.207606 -2.600739 0.022 0.033 -0.001
C 2.621035 4.083378 -2.290734 0.003 0.012 -0.021
O -1.740323 2.219930 -2.495956 -0.027 -0.063 0.086
C -2.688668 2.262509 -3.556701 -0.005 0.090 -0.006
C -2.081708 2.878017 -4.811875 -0.020 -0.003 -0.015
C -3.832380 3.142364 -3.063747 0.010 -0.020 -0.037
C -3.203026 0.850447 -3.799335 0.019 -0.005 -0.022
H 2.486825 -1.561820 -3.830166 0.003 -0.001 -0.009
H 2.236569 -1.539940 -2.097824 -0.006 -0.008 0.073
H 2.820082 -0.065673 -2.955916 0.009 0.023 0.036
H 0.098574 -2.478858 -3.779075 -0.004 0.007 -0.015
H -1.238977 -1.390462 -3.368545 -0.024 0.011 0.010
H -0.221666 -2.056615 -2.089707 0.000 0.001 0.035
H 0.851097 -0.592975 -5.372699 0.003 0.001 -0.009
H 1.296276 0.994825 -4.713720 -0.010 0.006 0.003
H -0.400796 0.503156 -4.802237 -0.015 0.000 0.008
H 0.825806 4.509607 -5.209435 -0.020 0.000 -0.011
H 2.396572 3.724937 -4.990081 0.010 -0.018 -0.005
H 2.220322 5.456681 -4.662564 0.012 0.020 0.002
H -0.511635 5.233281 -3.207481 -0.020 0.004 -0.003
H 0.850193 6.198426 -2.620867 0.009 0.016 0.000
H 0.117541 4.979002 -1.571205 -0.006 -0.007 0.017
H 3.296850 3.330297 -2.699210 0.012 -0.021 -0.004
H 2.367335 3.810190 -1.267383 -0.009 -0.005 0.024
H 3.140027 5.043019 -2.280353 0.010 0.020 -0.002
H -1.775799 3.905739 -4.614224 0.001 0.013 -0.002
H -2.819235 2.886420 -5.616098 -0.016 0.002 -0.004
H -1.205903 2.329774 -5.150986 0.019 -0.015 -0.006
H -3.462627 4.138000 -2.817097 0.017 0.013 0.016
H -4.277247 2.706778 -2.171306 -0.023 -0.026 0.035
H -4.603516 3.232946 -3.830315 -0.003 0.005 -0.017
H -2.427893 0.209062 -4.217922 0.009 0.009 -0.011
H -4.045260 0.864293 -4.493583 -0.015 -0.005 -0.008
H -3.525782 0.416686 -2.851419 0.003 -0.006 0.017
I 1.173042 -5.016726 0.247099 -0.049 -0.016 0.097
C 1.632134 -2.910332 0.704853 0.076 0.142 -0.083
H 2.627276 -2.834994 0.225628 -0.050 -0.065 -0.022
H 0.967665 -2.423897 -0.032891 -0.027 -0.099 0.065
N -1.656914 -0.511053 -0.060727 0.033 -0.421 -0.081
P -2.918081 -0.821635 0.762299 0.010 0.195 -0.114
N -4.068892 -1.490077 -0.243743 0.101 -0.077 0.065
C -3.587140 -2.346720 -1.342806 0.007 0.018 -0.063
C -4.757005 -2.911877 -2.143169 0.007 -0.030 -0.018
C -5.816773 -1.847350 -2.399784 -0.013 -0.005 -0.034
C -6.357578 -1.272498 -1.075473 0.002 0.035 0.021
C -5.472207 -1.665736 0.106605 -0.035 0.020 0.035
N -2.620437 -1.795612 2.115938 0.004 0.073 0.007
C -3.747588 -2.155342 2.993635 -0.059 0.003 0.045
C -4.145566 -3.618693 2.840989 -0.047 0.012 -0.002
C -2.997455 -4.544342 3.271105 -0.009 -0.045 -0.019
C -1.651232 -3.838144 3.090057 0.040 0.002 0.000
C -1.688484 -2.924472 1.877917 0.068 -0.084 -0.066
N -3.775082 0.431111 1.481757 -0.037 -0.030 0.035
C -3.167075 1.044553 2.667893 0.035 -0.008 0.091
C -3.981037 2.249443 3.110914 0.012 -0.018 0.036
C -3.892752 3.361907 2.062059 -0.018 0.020 -0.002
C -3.787932 2.766193 0.651000 0.036 0.007 -0.037
C -4.441939 1.393456 0.586264 -0.024 0.011 -0.028
H -2.967085 -3.168439 -0.968625 0.007 0.008 -0.015
H -2.948403 -1.739134 -1.983665 0.011 -0.005 -0.002
H -5.203557 -3.761720 -1.619127 -0.001 0.016 0.015
H -4.368274 -3.304405 -3.085008 -0.006 -0.003 0.012
H -6.630482 -2.265396 -2.994983 0.006 0.015 -0.010
H -5.374547 -1.048121 -2.999160 0.018 -0.004 0.018
H -7.378381 -1.612896 -0.886100 0.006 -0.037 0.009
H -6.394694 -0.182957 -1.134802 -0.028 0.005 0.002
H -5.675402 -2.702346 0.403581 -0.026 0.010 -0.018
H -5.703970 -1.042667 0.969243 0.011 0.009 -0.024
H -4.587734 -1.497916 2.774328 0.020 -0.013 0.025
H -3.472747 -1.965616 4.040820 0.015 -0.018 -0.011
H -4.399668 -3.798267 1.793326 0.016 -0.003 0.003
H -5.050058 -3.815471 3.420782 0.003 0.000 -0.007
H -3.012280 -5.451129 2.662821 -0.006 -0.009 0.021
H -3.127004 -4.860920 4.308615 0.010 0.022 0.005
H -0.841488 -4.554826 2.955727 0.026 -0.030 -0.017
H -1.411570 -3.249841 3.981596 0.010 -0.003 0.005
H -1.995268 -3.520186 1.010211 0.001 -0.006 -0.020
H -0.692009 -2.553239 1.651283 0.071 0.064 -0.019
H -2.137323 1.380011 2.463442 -0.022 0.011 0.008
H -3.123237 0.300579 3.466570 0.027 0.050 -0.016
H -3.620203 2.598849 4.080302 0.005 -0.006 -0.002
H -5.017408 1.933284 3.256958 -0.010 -0.001 -0.012
H -3.017309 3.984866 2.257556 0.011 0.006 0.001
H -4.765874 4.013098 2.143893 -0.003 -0.002 -0.009
H -2.741895 2.662931 0.348273 -0.055 0.001 0.011
H -4.256989 3.429805 -0.076326 -0.009 0.007 -0.003
H -4.400595 1.001696 -0.429751 0.020 0.016 -0.022
H -5.502854 1.466040 0.860102 0.000 0.005 -0.016
```
Positions in Å, forces in eV/Å.

The value obtained for the highest occupied orbital energy is -5.899 eV. Its energy relative to the best compared isomer or geometry (same formula, charge and spin) is 53.8 kcal per mole. Its HOMO-LUMO gap is 0.2259 Ha.

=====

Entry 2:
The following is a quantum chemistry calculation of 3 unconnected molecules or ions with the total composition C3H12NO, from the Open Molecules 2025 dataset.

Structure (XYZ):
```
17
Properties=species:S:1:pos:R:3:forces:R:3
C 0.141991 0.079503 -0.567615 1.017 0.771 -2.136
C 1.619752 0.017522 -0.586442 2.829 0.098 -2.045
C 2.151454 -1.406571 -0.176399 -3.671 0.444 1.655
N -0.083521 1.506984 -0.985956 -4.348 -2.794 -0.064
H -0.380717 -0.716499 -1.108025 0.083 0.460 -0.240
H -0.049940 0.055614 0.434346 -1.242 -0.395 2.682
H 1.886694 0.893280 0.019783 0.697 -0.872 0.561
H 2.098408 0.314878 -1.558270 -0.712 -0.390 0.233
H 3.161154 -1.591278 -0.127023 2.494 -0.046 -1.137
H 1.996581 -1.299956 0.919589 -0.616 -0.974 -0.285
H 1.549834 -2.285133 -0.630320 1.061 1.638 0.773
H -0.488255 1.506301 -1.943950 1.169 0.172 -0.162
H -1.018290 1.714830 -0.448597 -0.217 1.117 0.999
H -2.318865 1.056019 -0.040638 1.375 0.578 -0.779
H -3.827549 -0.385403 2.097517 0.713 0.213 -0.264
H -2.682254 0.377152 1.265889 -0.470 -0.657 1.250
O -2.852667 -0.291427 2.000517 -0.161 0.638 -1.042
```
Positions in Å, forces in eV/Å.

The value obtained for the highest occupied orbital energy is -15.259 eV. Its energy relative to the best compared isomer or geometry (same formula, charge and spin) is 212.7 kcal per mole. The total charge is +1. Its HOMO-LUMO gap is 0.1796 Ha.

=====

Entry 3:
The following is a quantum chemistry calculation of a molecular structure, C13H22BCrIN5O, from the Open Molecules 2025 dataset.

Structure (XYZ):
```
44
Properties=species:S:1:pos:R:3:forces:R:3
C -3.577434 0.207645 1.726079 -0.743 0.165 0.449
I -2.367777 1.747585 -0.638161 -2.783 2.998 -0.500
H -4.168580 1.131465 1.908878 0.649 -0.312 -0.466
H -2.807037 0.048824 2.480438 -0.640 -0.681 0.230
H -4.124544 -0.533559 1.130464 0.258 -0.113 0.904
C -0.193428 -0.940861 -4.113371 0.277 -0.283 -0.141
C -0.177572 0.391729 -4.291581 0.036 0.357 -0.229
N -0.307911 0.963592 -3.044137 0.192 -0.106 -0.323
C -0.429572 0.007316 -2.087242 -0.358 -0.280 0.541
N -0.321976 -1.173123 -2.753028 0.024 0.218 -0.744
H -0.074082 -1.740857 -4.820365 -0.037 -0.052 -0.087
H -0.075614 1.019286 -5.167239 -0.022 -0.309 0.036
C 1.047724 0.105081 3.893223 0.152 -0.141 0.211
C 0.029760 0.469517 1.903015 -0.102 0.525 -0.818
N 0.631571 -0.459436 2.703671 0.208 -0.056 0.664
H 0.791392 2.158978 4.618722 0.062 0.009 -0.097
N 0.100852 1.624115 2.633621 0.045 -0.102 0.704
H 1.505625 -0.462857 4.687532 0.012 -0.017 -0.125
Cr -0.564960 0.211069 -0.021402 0.523 -0.233 0.570
C -1.883037 -0.968524 0.708912 -0.690 -2.723 -0.540
O -2.215009 -2.106477 0.904937 0.109 1.506 0.271
C 0.718171 1.403268 3.852672 -0.238 0.328 0.247
C -0.417519 2.914252 2.252115 -0.158 0.227 -0.094
H 0.285773 3.690280 2.580683 -0.012 -0.086 -0.081
H -1.391238 3.113819 2.723243 0.155 -0.159 -0.199
H -0.547539 2.959707 1.162378 0.043 -0.095 0.361
C 0.891115 -1.853815 2.403549 0.142 -0.220 -0.116
H 1.197360 -2.342666 3.337635 -0.070 0.112 -0.144
H 1.713528 -1.937944 1.681114 -0.301 -0.101 0.130
H -0.002986 -2.365685 2.030340 0.157 0.330 -0.075
C -0.249408 -2.518164 -2.187893 0.004 0.067 0.040
H -0.516429 -3.207321 -2.995678 -0.007 -0.008 0.153
H -0.946812 -2.647518 -1.352999 0.104 0.294 -0.148
H 0.768662 -2.756883 -1.842139 -0.300 0.237 -0.112
C -0.277195 2.408578 -2.856478 0.197 0.342 -0.058
H -0.202529 2.640433 -1.784130 0.003 -0.149 -0.653
H -1.190134 2.868728 -3.256507 0.133 -0.190 0.320
H 0.571747 2.860104 -3.390095 0.140 -0.409 -0.031
B 3.618852 -1.313175 -0.900031 0.953 -0.847 -0.415
C 2.234722 -0.824213 -0.564161 -2.785 0.968 0.762
N 1.152106 -0.465165 -0.299660 3.824 -1.048 -0.325
H 3.944676 -2.047435 0.037304 0.222 0.024 -0.286
H 4.348945 -0.355207 -1.024995 0.269 0.032 -0.027
H 3.477741 -1.924486 -1.969231 0.354 -0.016 0.239
```
Positions in Å, forces in eV/Å.

The value obtained for the highest occupied orbital energy (spin up / spin down) is 1.590 / 1.855 eV. The expectation value of S² is 3.934. As for the spin multiplicity: 4. The total charge is -2. Its HOMO-LUMO gap (spin up / spin down) is 0.1190 / 0.1105 Ha.

=====

Entry 4:
The following is a quantum chemistry calculation of 2 unconnected molecules or ions with the total composition C22H22O2, from the Open Molecules 2025 dataset.

Structure (XYZ):
```
46
Properties=species:S:1:pos:R:3:forces:R:3
C 6.197553 -3.410332 -1.222882 -0.247 0.474 -0.016
O 5.781135 -2.019736 -1.273180 -0.590 -0.224 0.098
C 4.476363 -1.674236 -1.135434 -0.171 -0.182 -0.137
C 4.168475 -0.287917 -1.235348 0.376 -0.633 -0.090
C 2.867586 0.133153 -1.155858 -0.527 -0.180 0.112
C 1.791025 -0.789584 -0.953282 0.615 -0.297 0.255
C 0.465537 -0.299720 -0.950636 0.218 0.118 0.205
C -0.740614 -1.019591 -1.112643 -1.001 -0.455 -0.290
C -1.955392 -0.299916 -0.891399 0.484 -0.012 0.051
C -3.183950 -0.923628 -0.945312 0.080 -0.136 -0.040
C -3.270546 -2.304953 -1.191670 0.136 0.361 0.134
C -4.610237 -2.972674 -1.187689 -0.257 -0.268 0.053
C -2.097719 -3.029268 -1.454982 0.200 0.173 -0.112
C -0.863037 -2.393656 -1.498942 -0.077 0.284 0.354
C 2.134906 -2.157899 -0.749237 0.117 0.201 -0.327
C 3.434672 -2.609729 -0.907123 0.397 0.264 0.043
H 7.282104 -3.358560 -1.331161 -0.218 -0.092 0.032
H 5.941122 -3.881251 -0.263124 0.015 0.243 -0.230
H 5.770154 -3.992040 -2.053132 0.043 0.266 0.217
H 4.981939 0.411423 -1.412246 -0.150 -0.146 0.079
H 2.619467 1.188694 -1.274831 0.122 -0.264 0.097
H 0.364716 0.772046 -0.796200 -0.023 -0.012 -0.024
H -1.870144 0.761946 -0.655858 -0.108 -0.268 0.077
H -4.096028 -0.349101 -0.771637 0.283 -0.167 -0.023
H -4.504684 -4.061813 -1.174458 -0.051 0.164 -0.020
H -5.197924 -2.675805 -0.309459 0.155 -0.029 -0.188
H -5.200040 -2.703319 -2.075622 0.196 -0.010 0.172
H -2.172290 -4.107454 -1.632468 0.076 0.450 -0.125
H 0.012692 -2.945156 -1.838728 -0.334 0.131 0.145
H 1.362112 -2.862909 -0.451968 0.286 0.174 -0.072
H 3.668888 -3.676542 -0.848587 -0.154 0.453 0.178
C -1.631463 5.910898 1.490139 0.058 0.114 -0.019
C -1.568601 4.517716 2.062110 -0.158 -0.189 0.441
C -2.593220 4.081347 2.920352 -0.189 -0.135 0.052
C -2.549307 2.790004 3.475581 0.025 0.509 -0.003
C -1.522066 1.924233 3.174238 0.550 -0.050 -0.800
C -0.520192 2.269657 2.169047 -1.268 0.998 0.558
O 0.245406 1.413662 1.660011 0.954 -0.719 -0.472
C -0.524050 3.665704 1.754550 -0.177 -0.749 -0.039
H -0.782847 6.089295 0.825111 -0.080 0.050 0.047
H -2.553586 6.057892 0.914115 0.144 -0.026 0.086
H -1.616000 6.671706 2.280303 0.006 -0.118 -0.116
H -3.418251 4.757182 3.159976 0.215 -0.210 -0.066
H -3.341083 2.465714 4.155322 0.210 0.148 -0.115
H -1.468799 0.927909 3.606731 -0.068 0.075 -0.128
H 0.286231 3.996586 1.107501 -0.110 -0.076 -0.034
```
Positions in Å, forces in eV/Å.

The value obtained for the highest occupied orbital energy is -5.382 eV. Its energy relative to the best compared isomer or geometry (same formula, charge and spin) is 37.4 kcal per mole. Its HOMO-LUMO gap is 0.1080 Ha.

=====

Ordered max |F| results: 0.6 5.2 4.1 1.7; unit eV Å⁻¹.